Entry 1:
Computed, not measured: C35H33GeMnN9O3 as an isolated structure, with the ωB97M-V functional and the def2-TZVPD basis.

The geometry in ORCA input format:
```
! RIJCOSX wB97M-V def2-TZVPD def2/J DEFGRID3
* xyz -2 6
Mn -0.6771 0.5462 -0.2485
C 2.7186 0.2078 -3.9637
C 1.5283 -0.1604 -3.4213
N 1.3926 -0.3405 -2.0613
C 2.4720 0.0818 -1.2869
C 3.6310 0.4587 -1.9194
N 3.8452 0.4806 -3.2532
C 2.3222 0.2462 0.1709
C 3.3824 -0.0061 1.0096
C 3.3378 0.3462 2.3866
C 2.1299 0.9889 2.7908
C 1.0818 1.1569 1.9128
N 1.1486 0.7609 0.6176
C -0.2167 1.7562 2.2757
C -0.6165 1.9865 3.5673
N -1.8047 2.5339 3.9263
C -2.5882 2.8313 2.8482
C -2.2508 2.5554 1.5541
N -1.0622 1.9820 1.2047
C 4.4168 0.0921 3.2781
C 5.6556 -0.4930 2.8769
C 6.6599 -0.7120 3.7862
N 6.6093 -0.4227 5.1010
C 5.4423 0.1279 5.4878
C 4.3716 0.3954 4.6724
H 2.7778 0.3062 -5.0434
H 0.6474 -0.3231 -4.0164
H 4.4433 0.8094 -1.2944
H 4.2613 -0.4695 0.5863
H 2.0287 1.3706 3.7943
H 0.0469 1.7175 4.3812
H -3.5420 3.3114 3.0523
H -2.9355 2.7909 0.7457
H 5.8342 -0.7709 1.8464
H 7.5894 -1.1577 3.4358
H 5.3636 0.3721 6.5458
H 3.4888 0.8337 5.1179
O -0.9083 -0.9439 1.0518
C -1.9484 -1.5480 1.4909
C -1.7670 -2.5766 2.4623
C -2.8137 -3.3012 2.9672
C -4.1272 -3.0580 2.5437
C -4.3363 -2.0623 1.6166
C -3.2883 -1.2926 1.0876
C -3.5822 -0.2519 0.1195
N -2.7267 0.4349 -0.6286
C -3.4709 1.2908 -1.4064
C -4.7868 1.1244 -1.1419
N -4.8495 0.1382 -0.1811
H -0.7474 -2.7519 2.7816
H -2.6201 -4.0742 3.7033
H -4.9550 -3.6377 2.9306
H -5.3529 -1.8912 1.2774
H -3.0056 1.9511 -2.1105
H -5.6652 1.5973 -1.5422
H -5.6757 -0.1897 0.2803
O -1.3263 0.9811 -3.5290
C -0.7050 1.9044 -3.0061
C -0.2492 3.1201 -3.8108
C 0.3354 4.0404 -2.7604
C 0.3699 3.1730 -1.4970
O 0.9213 3.5182 -0.4802
N -0.3276 1.9912 -1.7086
H -1.1045 3.5220 -4.3561
H 0.4812 2.7799 -4.5466
H -0.2975 4.9053 -2.5513
H 1.3406 4.4040 -2.9670
C -2.7661 -1.8726 -2.7994
Ge -0.8597 -2.1949 -2.4521
C -0.1484 -2.7237 -4.2220
C -0.8252 -3.8293 -1.3429
C 0.2130 -0.8891 -1.4364
H -3.0963 -2.6911 -3.4470
H -2.9293 -0.9231 -3.3040
H -3.3593 -1.9085 -1.8874
H -0.6476 -3.6560 -4.4983
H 0.9284 -2.8904 -4.2095
H -0.3752 -1.9747 -4.9803
H -1.3844 -4.6370 -1.8207
H -1.2744 -3.6273 -0.3687
H 0.2002 -4.1635 -1.1760
H 0.5798 -1.5064 -0.6081
*
```

The HOMO-LUMO gap (alpha / beta) is 3.51 / 6.74 eV. For the LUMO energy (alpha / beta), the calculation gives 4.034 / 4.025 eV. The HOMO energy (alpha / beta) comes out at 0.528 / -2.719 eV. For the total energy, the calculation gives -5300.07154 a.u.

And the Löwdin charges, in e, turn out to be:
1. Mn 0.730
2. C -0.184
3. C -0.113
4. N -0.086
5. C -0.138
6. C -0.120
7. N 0.009
8. C -0.205
9. C 0.017
10. C -0.174
11. C 0.027
12. C -0.201
13. N 0.058
14. C -0.221
15. C -0.130
16. N -0.005
17. C -0.213
18. C -0.163
19. N -0.012
20. C -0.205
21. C -0.061
22. C -0.228
23. N -0.022
24. C -0.226
25. C -0.058
26. H 0.086
27. H 0.075
28. H 0.105
29. H 0.091
30. H 0.081
31. H 0.092
32. H 0.068
33. H 0.081
34. H 0.079
35. H 0.078
36. H 0.078
37. H 0.080
38. O -0.115
39. C -0.340
40. C -0.012
41. C -0.111
42. C -0.132
43. C -0.067
44. C -0.082
45. C -0.268
46. N 0.060
47. C -0.131
48. C -0.085
49. N 0.111
50. H 0.116
51. H 0.092
52. H 0.081
53. H 0.090
54. H 0.097
55. H 0.099
56. H 0.133
57. O -0.017
58. C -0.540
59. C -0.098
60. C -0.096
61. C -0.476
62. O 0.068
63. N 0.091
64. H 0.107
65. H 0.110
66. H 0.111
67. H 0.111
68. C -0.210
69. Ge 0.840
70. C -0.230
71. C -0.212
72. C -0.308
73. H 0.012
74. H 0.002
75. H 0.002
76. H 0.007
77. H 0.014
78. H 0.012
79. H 0.008
80. H 0.004
81. H 0.017
82. H 0.061

***

Entry 2:
Computed, not measured: a 2-piece molecular cluster, H4SSi overall, with the ωB97M-V functional and the def2-TZVPD basis.

The geometry in ORCA input format:
```
! RIJCOSX wB97M-V def2-TZVPD def2/J DEFGRID3
* xyz 0 1
Si -0.3405 0.4955 0.0648
S 1.6936 -0.0359 0.0880
H -1.2073 -0.7322 0.6145
H -0.7738 1.5680 0.9956
H -0.3653 0.9125 -1.3182
H 0.9933 -2.2078 -0.4448
*
```

The HOMO-LUMO gap (alpha / beta) is 8.27 / 7.07 eV. For the LUMO energy (alpha / beta), the calculation gives -1.434 / -2.380 eV. The HOMO energy (alpha / beta) comes out at -9.709 / -9.447 eV. For the total energy, the calculation gives -689.92913 a.u.

And the Löwdin charges, in e, turn out to be:
1. Si 0.092
2. S 0.098
3. H -0.075
4. H -0.116
5. H -0.133
6. H 0.134

***

Entry 3:
Computed, not measured: a 11-piece molecular cluster, H22O11 overall, with the ωB97M-V functional and the def2-TZVPD basis.

The geometry in ORCA input format:
```
! RIJCOSX wB97M-V def2-TZVPD def2/J DEFGRID3
* xyz 0 1
O -0.1465 -0.2204 0.4203
H 0.3195 0.4446 0.9243
H -0.6645 0.2466 -0.2587
O -1.7925 0.8086 -1.4667
H -1.4315 0.5706 -2.3237
H -2.0325 1.7096 -1.6507
O 1.6245 -0.0634 3.1193
H 0.7255 -0.0764 3.3773
H 2.1465 -0.3934 3.8453
O -0.5495 -0.2244 -3.6207
H 0.0905 -0.3144 -2.9057
H -0.6965 -1.1294 -3.8957
O 1.0635 -2.6264 2.1663
H 1.3625 -1.7654 2.3463
H 1.3905 -3.1534 2.8943
O -4.4315 -0.0264 -0.9387
H -3.5185 -0.0124 -1.1347
H -4.8185 -0.1064 -1.8007
O -2.5875 -0.9584 1.5043
H -2.5955 -1.9254 1.5333
H -1.6995 -0.8604 1.1403
O 1.3335 -0.7324 -1.7467
H 1.3375 -1.6604 -1.7207
H 0.9725 -0.4474 -0.9247
O 1.2715 2.1576 1.3033
H 0.6295 2.8156 1.4723
H 1.2725 2.2946 0.3843
O 0.7795 2.1356 -1.3787
H 1.3535 2.6116 -1.9257
H -0.1105 2.2666 -1.5997
O 3.2655 -0.1834 0.7553
H 3.2205 -1.0584 0.4863
H 2.9175 -0.1224 1.6183
*
```

As for the SMILES: O.O.O.O.O.O.O.O.O.O.O. The HOMO-LUMO gap is 10.41 eV. For the LUMO energy, the calculation gives 0.073 eV. The HOMO energy comes out at -10.335 eV. For the total energy, the calculation gives -840.81512 a.u.

And the Löwdin charges, in e, turn out to be:
1. O -0.060
2. H 0.018
3. H 0.014
4. O -0.030
5. H 0.013
6. H 0.075
7. O -0.020
8. H 0.054
9. H 0.072
10. O -0.050
11. H -0.017
12. H 0.059
13. O -0.033
14. H -0.061
15. H 0.036
16. O -0.039
17. H -0.045
18. H 0.020
19. O -0.069
20. H 0.039
21. H -0.028
22. O -0.017
23. H 0.042
24. H -0.025
25. O -0.017
26. H 0.036
27. H -0.028
28. O 0.028
29. H 0.055
30. H 0.013
31. O -0.001
32. H -0.004
33. H -0.032

***

Entry 4:
Computed, not measured: an isolated ion of composition C6H15BN3 and charge +1, with the ωB97M-V functional and the def2-TZVPD basis.

The geometry in ORCA input format:
```
! RIJCOSX wB97M-V def2-TZVPD def2/J DEFGRID3
* xyz 1 3
B -0.8644 0.1006 -0.1514
C 1.0272 -1.7911 0.1815
C 1.9409 -0.7612 0.1104
C 0.3818 1.0268 0.3350
C -1.2682 -2.6840 0.0113
C -2.8200 1.6848 -0.0257
C 2.7907 1.4877 -0.1909
N -0.2623 -1.6461 -0.2665
N -2.1767 0.3709 -0.2047
N 1.6179 0.5800 -0.4046
H 1.2362 -2.6873 0.5333
H 2.9310 -0.6844 0.5496
H 0.3673 2.0562 0.1163
H 0.3726 0.8921 1.4763
H -0.6891 -3.5183 0.2738
H -1.8251 -2.2658 0.7342
H -1.7860 -2.7877 -0.8332
H -2.0332 2.2772 0.3479
H -3.2809 1.9831 -0.9071
H -3.7205 1.4437 0.5027
H 3.4527 1.0471 0.4512
H 3.2116 1.5767 -1.1252
H 2.5543 2.4188 0.2040
H -2.6790 -0.4814 -0.3048
H 1.5211 0.3617 -1.4134
*
```

The HOMO-LUMO gap (alpha / beta) is 5.13 / 8.95 eV. For the LUMO energy (alpha / beta), the calculation gives -2.882 / -4.975 eV. The HOMO energy (alpha / beta) comes out at -8.012 / -13.929 eV. For the total energy, the calculation gives -426.29581 a.u.

And the Löwdin charges, in e, turn out to be:
1. B -0.229
2. C -0.173
3. C -0.042
4. C -0.008
5. C -0.009
6. C 0.000
7. C 0.047
8. N -0.024
9. N 0.084
10. N -0.130
11. H 0.054
12. H 0.118
13. H 0.090
14. H 0.180
15. H 0.091
16. H 0.059
17. H 0.061
18. H 0.077
19. H 0.073
20. H 0.099
21. H 0.070
22. H 0.093
23. H 0.094
24. H 0.120
25. H 0.202

***

Respective energy relative to the best compared isomer or geometry (same formula, charge and spin) values: 4.9, 88.7, 40.8, 24.0 kcal/mol.